# 1
This record from OMol25 describes a 10-piece molecular cluster, C42H61N10O2 overall. The level of theory is ωB97M-V/def2-TZVPD.

Element x y z (Å)
C (52.14800, 18.03900, 15.01700)
O (52.65900, 18.94200, 13.97400)
C (52.15800, 18.54900, 12.76100)
C (52.87200, 19.54000, 11.77100)
N (52.29500, 19.61300, 10.40800)
H (52.77000, 20.25400, 9.87600)
H (52.58400, 18.74700, 9.68500)
C (50.91900, 19.85300, 10.24900)
C (50.50900, 19.45700, 8.82500)
O (51.32100, 20.04100, 7.91000)
C (50.77300, 20.18900, 6.50700)
H (52.52000, 18.54000, 15.78800)
H (52.82400, 17.08800, 14.96300)
H (51.09000, 17.88900, 14.85500)
H (50.98600, 18.65900, 12.75800)
H (52.42300, 17.67500, 12.52700)
H (53.98400, 19.29000, 11.86000)
H (52.74100, 20.54100, 12.28000)
H (50.81800, 20.96000, 10.37800)
H (50.11900, 19.55900, 10.95500)
H (49.45000, 19.91400, 8.85600)
H (50.47000, 18.37500, 8.76800)
H (49.83300, 20.46600, 6.67300)
H (50.91300, 19.10700, 6.16400)
H (51.27500, 20.62600, 5.77000)
N (45.41600, 21.52400, 9.62100)
C (45.65200, 20.48800, 8.64100)
C (46.92500, 20.71800, 8.12400)
C (47.32200, 22.15700, 8.71900)
C (46.40700, 22.40900, 9.60900)
H (44.75900, 21.32500, 10.10900)
H (45.09400, 19.81400, 8.41600)
H (47.43300, 19.81100, 7.64400)
H (48.18800, 22.56600, 8.39600)
H (46.42400, 23.10100, 10.46300)
N (57.31100, 20.59800, 13.79000)
C (57.31300, 19.49000, 12.95500)
C (56.58200, 18.51100, 13.53700)
C (55.89500, 19.10600, 14.64400)
C (56.39800, 20.41000, 14.80100)
H (57.88600, 21.50500, 13.75900)
H (57.79900, 19.64900, 12.11900)
H (56.27700, 17.48200, 12.98300)
H (55.33600, 18.56100, 15.34000)
H (56.30200, 21.09500, 15.59300)
N (47.36800, 19.36300, 10.88000)
C (47.72400, 18.07500, 10.57600)
C (48.12400, 17.39600, 11.66600)
C (48.30900, 18.36400, 12.70500)
C (47.72900, 19.58500, 12.24300)
H (46.91000, 20.06000, 10.29400)
H (47.31400, 17.64800, 9.65800)
H (48.47900, 16.34100, 11.74800)
H (48.64600, 18.38600, 13.67100)
H (47.42500, 20.59700, 12.62900)
N (52.89500, 23.14000, 10.50100)
C (53.97500, 22.34900, 10.80000)
C (54.39000, 21.78700, 9.66200)
C (53.42200, 22.27300, 8.62800)
C (52.55100, 23.11500, 9.26000)
H (52.36400, 23.62600, 11.24000)
H (54.32700, 22.24400, 11.67500)
H (55.36000, 21.18200, 9.39500)
H (53.27700, 22.00400, 7.63800)
H (51.75200, 23.64900, 8.90600)
N (45.34000, 18.19100, 5.55700)
C (46.62100, 18.53400, 5.01300)
C (47.56600, 17.70600, 5.59800)
C (46.89400, 16.92200, 6.62600)
C (45.59400, 17.41100, 6.64900)
H (44.38300, 18.58100, 5.43900)
H (46.61000, 19.14100, 4.17200)
H (48.65100, 17.44800, 5.22000)
H (47.28000, 16.37400, 7.30800)
H (44.76200, 17.27200, 7.21300)
N (49.66900, 17.06900, 2.41200)
C (50.53000, 16.47600, 3.28500)
C (51.42700, 17.29800, 3.89200)
C (51.15200, 18.54200, 3.14000)
C (50.12000, 18.34700, 2.24200)
H (49.13700, 16.56400, 1.86700)
H (50.29100, 15.30800, 3.42700)
H (52.34200, 17.41000, 4.56500)
H (51.69700, 19.57400, 3.22500)
H (49.52100, 19.11200, 1.63800)
N (53.47700, 17.01500, 8.76600)
C (54.21600, 16.89800, 9.98700)
C (55.32600, 17.70600, 9.89000)
C (54.95100, 18.55900, 8.58000)
C (53.92100, 18.02100, 7.96100)
H (52.70100, 16.34200, 8.62300)
H (54.14200, 16.23500, 10.64100)
H (56.04400, 18.04100, 10.50600)
H (55.61000, 19.34000, 8.30600)
H (53.36600, 18.35200, 6.99900)
N (52.26300, 14.18200, 8.29400)
C (51.56400, 14.64600, 9.36000)
C (50.77200, 15.59900, 8.94300)
C (50.92500, 15.71200, 7.39200)
C (51.76900, 14.78900, 7.08100)
H (52.89400, 13.33700, 8.35300)
H (51.28500, 14.20700, 10.49100)
H (50.06900, 16.26200, 9.36900)
H (50.67200, 16.41500, 6.69900)
H (52.10600, 14.17600, 6.10000)
N (51.21000, 23.80800, 13.55800)
C (50.19800, 24.10300, 12.60500)
C (49.57600, 22.96500, 12.28700)
C (50.31500, 21.96200, 13.21000)
C (51.35200, 22.47200, 13.89200)
H (51.68500, 24.43700, 14.24400)
H (50.01800, 25.24000, 12.42300)
H (48.74900, 22.75100, 11.59800)
H (49.92700, 21.07300, 13.21500)
H (52.29500, 22.27400, 14.47600)

## Properties
* Kohn-Sham gap: 8.90 eV
* energy above the lowest of the compared OMol25 structures with the same formula, charge and spin: 398.3 kJ/mol
* net charge: +1

---

# 2
This record from OMol25 describes C42H62BBrLuN5O3P2S as an isolated structure. The level of theory is ωB97M-V/def2-TZVPD.

Element x y z (Å)
Lu (15.77378, 14.82222, 10.20029)
C (18.89713, 11.93287, 8.01914)
C (20.26887, 12.53104, 8.33648)
C (20.96599, 11.69334, 9.31133)
C (21.00156, 12.49470, 6.96320)
P (19.92615, 14.32196, 8.99860)
C (20.00081, 14.07294, 10.85292)
N (19.17615, 15.05065, 11.56141)
B (17.89576, 15.58732, 11.22010)
N (17.82690, 16.71179, 12.16178)
C (16.92960, 17.80012, 12.31818)
P (15.47876, 17.89343, 11.03895)
C (16.26674, 19.02760, 9.73179)
C (16.44109, 20.43718, 10.09387)
C (15.53509, 18.91522, 8.37529)
C (17.58978, 18.35785, 9.45456)
C (14.21508, 18.75691, 12.10676)
C (12.95071, 19.21445, 11.27807)
C (13.80293, 17.64667, 13.06148)
C (14.56002, 20.05737, 12.82000)
C (18.91902, 16.75639, 12.98128)
C (19.23031, 17.58975, 14.07789)
C (20.32776, 17.33486, 14.89271)
C (21.13918, 16.28100, 14.57065)
C (20.90638, 15.48096, 13.44244)
C (19.77142, 15.76583, 12.62330)
C (21.51460, 15.31477, 8.82589)
C (22.79241, 14.54545, 9.30954)
C (21.74239, 15.79818, 7.33756)
C (21.33195, 16.62858, 9.68534)
H (18.11963, 12.13858, 8.85928)
H (18.89225, 10.86660, 7.73299)
H (18.43528, 12.51630, 7.23451)
H (21.37810, 10.81145, 8.77132)
H (21.85822, 12.21219, 9.78936)
H (20.36933, 11.29858, 10.11565)
H (20.81250, 11.57062, 6.50771)
H (20.53971, 13.26905, 6.36720)
H (22.07816, 12.63981, 7.05101)
H (19.69914, 13.07650, 11.08288)
H (21.02584, 14.17230, 11.19010)
H (16.47045, 17.74760, 13.31451)
H (17.49679, 18.74128, 12.22356)
H (15.49208, 20.82441, 10.45030)
H (17.05922, 20.66980, 10.99276)
H (16.76765, 20.97135, 9.21639)
H (14.51320, 19.33796, 8.30690)
H (16.10393, 19.60209, 7.70663)
H (15.70380, 17.92610, 7.97922)
H (18.15668, 18.39161, 10.36659)
H (17.56681, 17.30077, 9.12458)
H (18.16837, 18.79509, 8.66334)
H (12.47886, 18.32879, 10.92097)
H (12.21606, 19.64295, 11.99081)
H (13.22919, 19.88458, 10.49667)
H (13.53690, 16.71529, 12.52443)
H (14.58748, 17.38995, 13.80706)
H (12.93370, 18.01304, 13.70255)
H (14.70922, 20.95695, 12.19704)
H (13.68039, 20.11517, 13.49990)
H (15.41591, 19.86480, 13.44261)
H (18.51084, 18.40747, 14.35618)
H (20.64912, 18.07042, 15.59630)
H (22.05736, 16.14282, 15.08678)
H (21.46290, 14.60588, 13.23872)
H (23.18287, 13.81522, 8.58745)
H (23.65476, 15.20704, 9.45673)
H (22.66628, 13.97894, 10.20436)
H (22.01713, 14.90905, 6.75974)
H (20.84859, 16.24340, 6.82236)
H (22.52627, 16.46462, 7.23864)
H (21.33974, 16.38998, 10.76239)
H (22.12374, 17.30871, 9.52142)
H (20.33130, 17.04986, 9.52594)
S (12.24691, 13.52740, 13.36124)
C (13.13752, 14.04110, 12.14438)
N (13.80794, 14.53103, 11.28816)
C (10.48418, 13.70088, 9.55258)
C (10.82799, 13.87424, 8.06320)
N (10.54838, 15.23262, 7.45541)
C (9.15163, 15.42124, 7.17712)
C (8.55230, 16.28115, 8.20163)
C (11.45468, 16.00658, 6.77116)
O (11.09673, 16.93470, 6.02401)
C (12.91419, 15.76483, 6.86372)
C (13.67594, 15.93970, 5.69504)
C (15.01609, 15.91897, 5.80512)
C (15.62447, 15.62770, 7.01959)
N (14.90307, 15.56946, 8.12954)
C (13.54705, 15.63516, 8.06376)
H (10.49776, 12.64493, 9.76423)
H (9.44586, 14.12038, 9.62800)
H (11.09085, 14.18019, 10.27211)
H (10.27799, 13.14852, 7.48614)
H (11.89844, 13.69695, 7.91989)
H (8.65619, 14.45584, 7.11194)
H (9.02863, 16.02676, 6.28044)
H (8.58771, 15.84131, 9.20726)
H (7.51933, 16.57764, 7.88342)
H (9.09758, 17.21399, 8.34791)
H (13.12193, 16.28186, 4.81300)
H (15.61802, 15.99792, 4.90017)
H (16.64984, 15.39542, 7.13425)
H (13.00702, 15.44869, 8.98855)
Br (17.06066, 6.07840, 9.05257)
C (16.82955, 8.05311, 9.24623)
C (16.45697, 8.74848, 8.10976)
C (16.13045, 10.11821, 8.29819)
C (16.36242, 10.74905, 9.51496)
C (16.88095, 10.04382, 10.57792)
C (17.09258, 8.66628, 10.45446)
C (16.09245, 12.20881, 9.62738)
O (15.66005, 12.90369, 8.61961)
O (16.45269, 12.79036, 10.72681)
H (16.37142, 8.26006, 7.14502)
H (15.69586, 10.63165, 7.47527)
H (17.11901, 10.66948, 11.46689)
H (17.39724, 8.02485, 11.26310)

## Properties
* Kohn-Sham gap: 7.05 eV
* energy above the lowest of the compared OMol25 structures with the same formula, charge and spin: 327.8 kJ/mol